Density functional theory data (ωB97M-V/def2-TZVPD) for 2 unconnected molecules or ions with the total composition C4H4N4O3S at a distorted geometry.

## Properties
**Gap between HOMO and LUMO**: 0.2963 Ha
**E**: -27143.345 eV
**Relative energy (zero: lowest compared OMol25 entry of this formula, charge and spin)**: 55.1 kcal/mol

Geometry as ORCA input:
```
! wB97M-V def2-TZVPD RIJCOSX def2/J DEFGRID3
* xyz 0 1
H 2.506 1.840 -1.791
S 2.923 -1.604 0.559
C -0.568 -0.039 1.838
O -0.073 0.977 2.316
H -2.420 -1.036 1.350
C -0.207 0.259 -1.672
H 2.057 1.457 -0.080
C 0.945 0.657 -1.523
O -1.989 -0.727 -0.932
N 2.037 1.211 -1.092
C 0.393 -0.891 1.163
H -2.340 0.455 2.052
N -1.887 -0.390 1.954
O -1.560 -0.797 -3.112
N 1.548 -0.994 0.917
N -1.363 -0.376 -1.947
*
```

Density functional theory data (ωB97M-V/def2-TZVPD) for 13 unconnected molecules or ions with the total composition H26O13 at a distorted geometry.

## Properties
**Gap between HOMO and LUMO**: 0.3686 Ha
**E**: -27036.706 eV
**Relative energy (zero: lowest compared OMol25 entry of this formula, charge and spin)**: 120.9 kcal/mol

Geometry as ORCA input:
```
! wB97M-V def2-TZVPD RIJCOSX def2/J DEFGRID3
* xyz 0 1
H -2.477 4.341 -2.570
O -2.651 -4.340 1.476
H 0.266 0.303 -0.067
O -0.637 0.737 2.926
H 0.132 -1.728 2.998
H -1.757 -3.869 1.365
H 0.953 4.885 -0.015
H -0.083 -1.890 -1.528
H 1.108 0.749 -2.015
O 1.314 4.625 -0.900
H -0.163 -4.239 -2.321
H 2.847 -2.783 -4.192
H 2.953 -2.476 1.620
H -3.005 -3.901 2.276
H -0.645 -0.127 2.656
O -0.251 -3.465 -1.857
H -1.260 0.720 3.663
H -2.459 4.231 -1.072
O 0.547 1.523 -2.072
H 1.090 -0.954 2.216
H -3.713 -0.541 1.725
H 3.314 3.621 1.824
O -0.138 -0.935 -1.499
O 2.392 -3.311 1.512
O -0.648 0.314 0.250
H -1.162 -3.353 -1.565
O 0.713 -1.895 2.248
H 2.653 -1.879 -3.063
O 3.031 4.367 1.279
H 2.565 3.995 0.474
O 2.908 -1.856 -3.960
O -2.995 4.660 -1.758
H -3.913 0.911 1.737
H 2.343 -3.268 0.565
H 1.165 2.220 -2.364
H 0.901 3.840 -1.113
H -0.984 -0.592 -1.578
O -3.334 0.227 2.116
H -0.920 1.134 0.581
*
```

Density functional theory data (ωB97M-V/def2-TZVPD) for a molecular structure, C21H27AsBN6O6STi.

## Properties
**Gap between HOMO and LUMO (alpha / beta)**: 0.2182 / 0.3141 Ha
**E**: -138914.328 eV
**Relative energy (zero: lowest compared OMol25 entry of this formula, charge and spin)**: 0.0 kcal/mol
**<S²>**: 2.00

Geometry as ORCA input:
```
! wB97M-V def2-TZVPD RIJCOSX def2/J DEFGRID3
* xyz -1 3
Ti -0.115 0.567 0.286
S -0.557 1.112 3.306
N 2.170 0.738 0.788
H -2.000 4.326 -0.146
C 1.205 3.091 -3.065
H 4.643 3.455 -0.887
C 2.560 -0.998 -2.807
H -0.509 3.765 -4.267
H 3.954 -1.512 -4.319
H 2.338 0.255 3.853
C 3.717 -0.658 -3.686
C -0.109 3.189 -3.448
H 1.867 4.965 1.596
O -0.244 -0.023 2.397
C -0.828 2.361 -2.562
H 5.924 2.818 0.150
N 2.858 1.452 -0.147
H 3.071 4.141 -2.905
H 4.603 -0.407 -3.102
C 4.086 1.767 0.314
H -0.035 -3.066 -0.150
C -0.051 4.790 0.639
H -2.926 2.745 -2.214
H 1.996 -3.072 -3.304
C -0.188 -2.858 -1.210
H -1.176 -2.407 -1.315
H 5.062 1.278 2.227
H 1.506 2.987 3.050
H 3.011 2.977 -4.222
O -1.928 1.056 3.771
H -2.518 1.932 -3.743
C 0.872 -1.947 -1.736
H 3.494 0.194 -4.330
C 5.082 2.541 -0.483
H -2.480 1.063 -2.193
C 0.753 3.300 2.341
N 2.031 -0.131 -1.922
N 0.006 1.835 -1.673
C 2.422 3.710 -3.668
H 3.609 -0.837 3.272
C 1.839 -2.175 -2.727
H 0.093 5.655 0.004
B 2.439 1.348 -1.625
C 2.989 0.565 1.821
O 0.430 1.293 4.340
O -2.200 0.504 0.159
C 0.943 4.403 1.532
O -3.971 1.415 2.121
C 4.205 1.229 1.575
N 1.260 2.261 -2.001
As -2.981 1.875 0.776
H -0.181 -3.807 -1.747
O -3.869 2.803 -0.228
C -1.218 4.056 0.553
H -3.377 1.105 2.836
C 2.694 -0.310 2.995
H 1.924 -1.036 2.749
H 5.463 1.962 -1.326
H 2.130 4.502 -4.358
N 0.996 -0.717 -1.267
C -1.421 2.918 1.343
H 3.382 1.626 -2.313
C -2.273 2.011 -2.682
C -0.422 2.556 2.247
*
```

Density functional theory data (ωB97M-V/def2-TZVPD) for 2 unconnected molecules or ions with the total composition C3H2NO3 at a distorted geometry.

## Properties
**Gap between HOMO and LUMO**: 0.2970 Ha
**E**: -10775.400 eV
**Relative energy (zero: lowest compared OMol25 entry of this formula, charge and spin)**: 54.7 kcal/mol

Geometry as ORCA input:
```
! wB97M-V def2-TZVPD RIJCOSX def2/J DEFGRID3
* xyz -1 1
N 1.110 -0.628 -0.355
C 1.990 0.358 -0.235
O -1.903 0.462 -0.760
H 1.741 1.211 -0.906
C -1.990 0.011 0.369
C 0.199 -1.371 -0.560
H -2.850 0.420 1.022
O 2.995 0.361 0.445
O -1.291 -0.824 0.978
*
```

Density functional theory data (ωB97M-V/def2-TZVPD) for C3H8ClN3 in the gas phase at a distorted geometry.

## Properties
**Gap between HOMO and LUMO**: 0.3574 Ha
**SMILES string**: [H]/N=C(\CCl)N(C)N
**E**: -20230.034 eV
**Relative energy (zero: lowest compared OMol25 entry of this formula, charge and spin)**: 58.6 kcal/mol

Geometry as ORCA input:
```
! wB97M-V def2-TZVPD RIJCOSX def2/J DEFGRID3
* xyz 0 1
H 1.086 -1.384 -1.430
N -1.092 0.871 -1.014
H 0.421 -0.736 2.343
Cl -0.739 -1.481 -2.829
H -0.523 2.433 0.210
H -1.363 0.519 -2.021
H -1.513 1.690 0.810
C 0.061 -1.250 -1.272
N 0.255 0.585 0.539
C -0.429 -0.071 -0.504
H 0.065 -2.200 -0.655
N -0.499 1.763 0.962
H 1.779 0.515 2.110
C 0.972 -0.204 1.607
H 1.519 -1.051 1.144
*
```

Density functional theory data (ωB97M-V/def2-TZVPD) for a gas-phase ion, C2H2N3O2 (charge -1) at a distorted geometry.

## Properties
**Gap between HOMO and LUMO**: 0.3136 Ha
**SMILES string**: [H]/N=N\C=N\C(=O)[O-]
**E**: -10670.996 eV
**Relative energy (zero: lowest compared OMol25 entry of this formula, charge and spin)**: 41.6 kcal/mol

Geometry as ORCA input:
```
! wB97M-V def2-TZVPD RIJCOSX def2/J DEFGRID3
* xyz -1 1
O 0.182 -1.334 -1.908
H -0.776 -1.071 1.259
C 0.464 0.638 0.494
H 1.243 1.383 0.366
O -0.436 0.744 -2.422
N -0.299 -0.102 -0.176
N 0.316 0.397 1.914
N -0.499 -0.468 2.162
C -0.196 -0.187 -1.688
*
```